# 1
Below is a molecular structure, C30H19N9PdS, with properties calculated with ωB97M-V with the def2-TZVPD basis set.

Calculated values
orbital gap (spin up / spin down): 0.162 / 0.209 Eh
LUMO (spin up / spin down): -1.443 / -2.361 eV
highest occupied orbital energy (spin up / spin down): -5.854 / -8.044 eV
spin multiplicity: 3

```
60
C30H19N9PdS | the OMol25 dataset | ωB97M-V with the def2-TZVPD basis set
Pd -0.330 -0.459 -1.411
N 7.670 -0.158 5.361
C 6.768 -0.183 4.649
C 5.637 -0.215 3.755
C 5.438 -1.309 2.917
C 4.350 -1.330 2.062
C 3.450 -0.265 2.016
C 3.663 0.821 2.867
C 4.742 0.852 3.732
C 2.278 -0.298 1.100
C 2.542 -0.327 -0.274
C 3.873 -0.219 -0.847
C 3.760 -0.335 -2.210
C 2.391 -0.495 -2.482
N 1.666 -0.470 -1.337
C 0.977 -0.359 1.735
C 0.747 -0.529 3.171
C -0.603 -0.550 3.339
C -1.153 -0.408 2.021
N -0.196 -0.282 1.082
H 6.132 -2.139 2.946
H 4.187 -2.184 1.415
H 2.966 1.651 2.845
H 4.903 1.699 4.385
H 4.776 -0.090 -0.274
H 4.552 -0.324 -2.941
H 1.907 -0.639 -3.435
H 1.512 -0.636 3.922
H -1.158 -0.677 4.254
H -2.201 -0.418 1.749
N -4.051 1.372 -1.200
C -5.153 0.521 -1.471
C -6.416 1.063 -1.608
C -7.500 0.237 -1.884
C -7.306 -1.122 -2.051
C -6.027 -1.657 -1.938
C -4.953 -0.842 -1.626
S -3.361 -1.585 -1.380
N -2.359 -0.208 -1.548
C -2.761 0.998 -1.383
C -1.702 2.058 -1.387
C -1.962 3.411 -1.344
C -0.893 4.299 -1.315
C 0.393 3.800 -1.329
C 0.579 2.426 -1.384
N -0.447 1.582 -1.420
H -4.256 2.341 -1.043
H -6.557 2.132 -1.495
H -8.489 0.665 -1.977
H -8.141 -1.770 -2.277
H -5.864 -2.719 -2.079
H -2.972 3.793 -1.345
H -1.072 5.365 -1.283
H 1.252 4.454 -1.305
H 1.562 1.975 -1.402
N 2.077 -6.188 -1.943
C 1.254 -5.461 -1.579
N 0.280 -4.713 -1.106
C -0.004 -3.519 -1.388
N -0.395 -2.439 -1.623
```

Atomic partial charges in e from the Löwdin method, atoms 1 to 2: atom 1 (Pd): 0.936, atom 2 (N): 0.149

# 2
Below is a molecular structure, C28H28FeN4O6, with properties calculated with ωB97M-V with the def2-TZVPD basis set.

Calculated values
orbital gap (spin up / spin down): 0.252 / 0.249 Eh
LUMO (spin up / spin down): 4.282 / 4.278 eV
total charge: -2
highest occupied orbital energy (spin up / spin down): -2.585 / -2.506 eV
spin multiplicity: 5

```
67
C28H28FeN4O6 | the OMol25 dataset | ωB97M-V with the def2-TZVPD basis set
Fe -0.463 0.373 -0.375
C -2.868 1.628 1.528
N -2.685 0.172 1.561
C -4.012 -0.442 1.570
C -4.192 -1.831 0.967
C -4.023 -1.893 -0.551
N -2.630 -1.919 -0.919
C -2.182 -3.003 -1.401
C -0.795 -3.254 -1.763
C -0.401 -4.582 -1.955
C 0.888 -4.925 -2.308
C 1.812 -3.891 -2.506
C 1.451 -2.574 -2.353
C 0.134 -2.188 -1.965
O -0.170 -0.949 -1.873
C -1.906 -0.168 2.751
C -1.339 -1.585 2.835
C -0.410 -1.984 1.673
N 0.336 -0.820 1.232
C 1.445 -0.569 1.822
C 2.121 0.696 1.786
C 3.472 0.760 2.166
C 4.163 1.946 2.182
C 3.473 3.123 1.836
C 2.144 3.109 1.511
C 1.394 1.893 1.455
O 0.159 1.902 1.135
H -3.501 1.962 2.371
H -3.334 1.912 0.586
H -1.902 2.122 1.576
H -4.676 0.220 1.008
H -4.396 -0.446 2.609
H -5.222 -2.129 1.201
H -3.542 -2.575 1.429
H -4.489 -1.008 -0.996
H -4.553 -2.781 -0.939
H -2.862 -3.864 -1.549
H -1.147 -5.360 -1.811
H 1.176 -5.961 -2.436
H 2.831 -4.129 -2.795
H 2.159 -1.773 -2.524
H -2.517 0.016 3.657
H -1.070 0.530 2.777
H -2.127 -2.332 2.954
H -0.755 -1.611 3.763
H -0.993 -2.360 0.837
H 0.267 -2.782 2.011
H 1.898 -1.356 2.447
H 3.974 -0.167 2.428
H 5.214 1.978 2.438
H 4.011 4.064 1.808
H 1.627 4.016 1.221
O 5.026 4.187 -3.258
C 3.812 4.482 -3.295
O 3.255 5.470 -3.808
C 2.866 3.443 -2.639
C 3.372 2.250 -2.135
C 2.510 1.343 -1.548
N 1.200 1.552 -1.433
C 0.697 2.689 -1.921
C 1.497 3.651 -2.528
C -0.817 2.876 -1.799
O -1.316 3.914 -2.228
O -1.452 1.903 -1.266
H 4.436 2.066 -2.202
H 2.878 0.407 -1.136
H 1.051 4.556 -2.915
```

Atomic partial charges in e from the Löwdin method, atoms 1 to 2: atom 1 (Fe): 0.856, atom 2 (C): -0.101